No. 1
DFT (ωB97M-V with the def2-TZVPD basis set) results for 2 unconnected molecules or ions with the total composition C2H9O2.

Frontier orbital gap in eV: 13.42
HOMO level in eV: -17.0
LUMO level in eV: -3.6
M in u: 65.1
Strongest force on any atom in hartree/bohr: 0.01719
Total energy in eV: -6307.587

The geometry in ORCA input format:
```
! wB97M-V def2-TZVPD RIJCOSX def2/J DEFGRID3
* xyz 1 1
O -0.309 -2.111 -1.375
H -0.036 -0.861 -0.685
H 0.205 -2.840 -1.005
H -1.098 -2.479 -1.792
C 0.109 0.480 1.010
O 0.091 0.154 -0.464
C 0.113 1.959 1.180
H -0.790 -0.014 1.367
H 1.050 0.059 1.401
H 0.835 0.538 -0.964
H -0.799 2.464 0.862
H 0.182 2.158 2.257
H 0.960 2.445 0.671
*
```

No. 2
DFT (ωB97M-V with the def2-TZVPD basis set) results for 3 unconnected molecules or ions with the total composition C2H9O2S.

Frontier orbital gap in eV: 6.79
HOMO level in eV: -3.0
LUMO level in eV: 3.8
M in u: 97.2
Strongest force on any atom in hartree/bohr: 0.04112
Total energy in eV: -17150.974

The geometry in ORCA input format:
```
! wB97M-V def2-TZVPD RIJCOSX def2/J DEFGRID3
* xyz -1 1
C 0.140 -0.975 1.668
C 0.041 -0.774 0.159
S 1.144 0.583 -0.272
H -0.870 -0.954 2.205
H 0.668 -0.071 2.167
H 0.713 -1.898 1.896
H -0.990 -0.669 -0.157
H 0.433 -1.663 -0.427
H 0.147 2.348 1.409
H -0.605 2.077 0.260
O -0.600 2.811 0.972
H -0.220 -0.338 -4.075
H 0.224 0.152 -2.655
O -0.225 -0.630 -3.149
*
```

No. 3
DFT (ωB97M-V with the def2-TZVPD basis set) results for 2 unconnected molecules or ions with the total composition C2H9OS.

Frontier orbital gap in eV: 10.39
HOMO level in eV: -15.5
LUMO level in eV: -5.1
M in u: 81.2
Strongest force on any atom in hartree/bohr: 0.08195
Total energy in eV: -15093.327

The geometry in ORCA input format:
```
! wB97M-V def2-TZVPD RIJCOSX def2/J DEFGRID3
* xyz 1 1
O 2.101 -0.938 -0.037
H 2.319 -0.179 0.551
H 2.435 -1.745 0.480
H -0.164 -0.895 -1.582
C -0.092 1.217 -1.002
S -1.014 -0.398 -0.668
C -1.460 -0.405 1.148
H -0.687 2.126 -1.205
H 0.463 1.460 -0.106
H 0.749 1.131 -1.782
H -1.073 0.583 1.430
H -1.080 -1.331 1.653
H -2.497 -0.626 1.119
*
```

No. 4
DFT (ωB97M-V with the def2-TZVPD basis set) results for a molecular structure, C2HBr2FO.

Frontier orbital gap (spin up / spin down) in eV: 6.64 / 6.13
HOMO level (spin up / spin down) in eV: -6.0 / -10.6
LUMO level (spin up / spin down) in eV: 0.6 / -4.5
M in u: 219.8
Strongest force on any atom in hartree/bohr: 0.10641
Total energy in eV: -146934.425

The geometry in ORCA input format:
```
! wB97M-V def2-TZVPD RIJCOSX def2/J DEFGRID3
* xyz 0 3
C 1.070 0.022 0.086
C -0.639 -0.180 -0.075
O 1.828 0.512 -0.654
F 1.397 -0.612 1.197
Br -1.105 0.637 -1.849
Br -1.391 0.780 1.372
H -1.160 -1.159 -0.077
*
```

No. 5
DFT (ωB97M-V with the def2-TZVPD basis set) results for 2 unconnected molecules or ions with the total composition C2HBr2I.

Frontier orbital gap (spin up / spin down) in eV: 5.46 / 5.46
HOMO level (spin up / spin down) in eV: -9.2 / -9.2
LUMO level (spin up / spin down) in eV: -3.7 / -3.7
M in u: 311.7
Strongest force on any atom in hartree/bohr: 0.08177
Total energy in eV: -150271.168

The geometry in ORCA input format:
```
! wB97M-V def2-TZVPD RIJCOSX def2/J DEFGRID3
* xyz 0 1
C -0.410 0.077 0.612
C 0.203 0.250 -0.486
Br -2.065 1.312 0.932
Br 2.167 -2.312 -0.189
I 0.252 1.124 -2.284
H -0.146 -0.451 1.416
*
```

No. 6
DFT (ωB97M-V with the def2-TZVPD basis set) results for a molecular structure, C2HBrCl3F3NO4S2.

Frontier orbital gap in eV: 9.22
HOMO level in eV: -6.7
LUMO level in eV: 2.5
M in u: 410.4
Strongest force on any atom in hartree/bohr: 0.01382
Total energy in eV: -149204.591

The geometry in ORCA input format:
```
! wB97M-V def2-TZVPD RIJCOSX def2/J DEFGRID3
* xyz -1 1
O 3.185 1.664 0.903
S 2.553 1.227 -0.299
O 2.375 -0.180 -0.487
Br 3.988 1.852 -1.914
N 1.277 2.087 -0.732
S 0.044 2.015 0.264
O 0.193 1.193 1.429
O -0.500 3.327 0.453
C -1.291 1.129 -0.734
F -1.590 -0.049 -0.169
F -0.888 0.875 -1.982
F -2.402 1.863 -0.786
C -1.419 -3.294 0.824
Cl -1.446 -4.111 2.393
Cl 0.209 -3.220 0.178
Cl -2.519 -4.096 -0.308
H -1.769 -2.281 0.969
*
```

No. 7
DFT (ωB97M-V with the def2-TZVPD basis set) results for a single C2HBrF2S molecule.

Frontier orbital gap in eV: 10.19
HOMO level in eV: -10.3
LUMO level in eV: -0.1
M in u: 175.0
Strongest force on any atom in hartree/bohr: 0.05493
Total energy in eV: -88401.079

The geometry in ORCA input format:
```
! wB97M-V def2-TZVPD RIJCOSX def2/J DEFGRID3
* xyz 0 1
F 1.713 0.239 -0.864
C 0.757 -0.086 0.021
S 0.202 0.836 1.405
C -0.634 0.249 -0.050
F -1.169 1.089 -0.906
Br -1.970 -1.284 0.198
H 1.101 -1.042 0.197
*
```

No. 8
DFT (ωB97M-V with the def2-TZVPD basis set) results for a gas-phase ion, C2HCl2N2O (charge +1).

Frontier orbital gap (spin up / spin down) in eV: 6.68 / 5.23
HOMO level (spin up / spin down) in eV: -12.0 / -17.0
LUMO level (spin up / spin down) in eV: -5.3 / -11.8
M in u: 139.9
Strongest force on any atom in hartree/bohr: 0.07382
Total energy in eV: -32147.661

The geometry in ORCA input format:
```
! wB97M-V def2-TZVPD RIJCOSX def2/J DEFGRID3
* xyz 1 3
C 0.133 0.726 0.408
C 0.856 -0.434 -0.116
N -2.494 0.106 -0.225
N -1.448 0.327 -0.137
O 0.232 1.651 1.106
Cl 0.454 -0.312 -1.889
Cl 0.417 -1.957 0.728
H 1.850 -0.108 0.126
*
```

No. 9
DFT (ωB97M-V with the def2-TZVPD basis set) results for 2 unconnected molecules or ions with the total composition C2HCl2NO.

Frontier orbital gap (spin up / spin down) in eV: 7.13 / 7.13
HOMO level (spin up / spin down) in eV: -9.9 / -9.9
LUMO level (spin up / spin down) in eV: -2.8 / -2.8
M in u: 125.9
Strongest force on any atom in hartree/bohr: 0.07223
Total energy in eV: -30667.843

The geometry in ORCA input format:
```
! wB97M-V def2-TZVPD RIJCOSX def2/J DEFGRID3
* xyz 0 1
C -0.367 -1.094 -0.285
C -0.727 0.246 0.002
N -0.173 -2.221 -0.527
O 1.564 0.288 0.742
Cl -0.554 1.407 -1.258
Cl -1.498 0.678 1.433
H 1.755 0.696 -0.106
*
```

No. 10
DFT (ωB97M-V with the def2-TZVPD basis set) results for 3 unconnected molecules or ions with the total composition C2HCl2NO3.

Frontier orbital gap (spin up / spin down) in eV: 6.10 / 6.92
HOMO level (spin up / spin down) in eV: -5.6 / -10.6
LUMO level (spin up / spin down) in eV: 0.5 / -3.7
M in u: 157.9
Strongest force on any atom in hartree/bohr: 0.09960
Total energy in eV: -34760.320

The geometry in ORCA input format:
```
! wB97M-V def2-TZVPD RIJCOSX def2/J DEFGRID3
* xyz 0 3
C 0.267 2.059 -0.214
C 1.229 -1.410 0.047
N 0.104 -1.621 -0.148
O -0.018 2.982 0.416
O -1.031 -1.965 -0.346
O 0.716 1.153 -0.758
Cl 2.858 -1.163 0.019
Cl -2.280 0.616 0.372
H -1.845 -0.651 0.613
*
```